# C8H6N2

One molecule with the formula C8H6N2 (ωB97M-V/def2-TZVPD, the OMol25 dataset).

Geometry as XYZ:
```
16
Properties=species:S:1:pos:R:3:mulliken_charge:R:1
C 4.27 0.35 -0.29 0.189
C 1.54 -1.61 0.56 -0.382
C 0.24 -1.18 0.45 -0.381
C 2.49 -0.67 0.25 -0.023
C 2.00 0.67 -0.19 0.608
C -0.09 0.14 0.06 0.669
C 3.08 1.45 -0.55 -0.626
C -1.49 0.59 -0.17 -1.339
N 0.73 1.09 -0.14 -0.500
N 3.84 -0.75 0.10 -0.583
H 1.83 -2.61 1.00 0.353
H -0.55 -1.85 0.71 0.413
H 3.20 2.39 -0.86 0.553
H -2.23 0.42 0.62 0.338
H -1.40 1.59 -0.35 0.411
H -1.74 0.09 -1.09 0.300
```

- energy above the lowest of the compared OMol25 structures with the same formula, charge and spin (kJ/mol) = 0.0
- max |F| (hartree/bohr) = 0.117
- spin multiplicity = 3
- total energy (eV) = -11368.765
- ⟨S²⟩ = 2.06

***

# C7H28FHfN14O7

C7H28FHfN14O7 as an isolated structure (ωB97M-V/def2-TZVPD, the OMol25 dataset).

Geometry as XYZ:
```
58
Properties=species:S:1:pos:R:3:mulliken_charge:R:1
Hf 1.45 -1.57 1.53 1.612
F -0.10 -0.37 0.61 0.991
C -2.42 2.96 0.15 0.671
O -3.13 2.00 0.38 -0.607
N -2.85 4.16 -0.35 -0.412
N -1.10 2.96 0.60 -0.300
H -2.13 4.82 -0.58 0.154
H -3.79 4.33 -0.65 0.251
H -0.52 3.76 0.43 0.233
H -0.84 1.99 0.66 -0.073
C -1.74 -2.58 1.72 0.825
O -0.46 -2.68 1.66 -0.704
N -2.37 -1.40 1.72 -0.172
N -2.52 -3.64 1.98 -0.378
H -1.95 -0.56 1.34 -0.015
H -3.36 -1.33 1.91 0.255
H -3.48 -3.45 2.22 0.188
H -2.12 -4.52 2.27 0.264
C 3.27 1.28 0.70 0.608
O 2.39 0.38 0.94 -0.728
N 3.59 1.67 -0.53 -0.218
N 3.99 1.82 1.71 -0.361
H 3.10 1.15 -1.26 0.128
H 4.12 2.52 -0.66 0.256
H 4.63 2.56 1.47 0.171
H 3.95 1.57 2.69 0.245
C 1.33 1.07 -2.63 0.620
O 1.98 0.07 -2.25 -0.881
N 1.64 1.79 -3.73 -0.367
N 0.20 1.47 -1.98 0.024
H 2.33 1.43 -4.37 0.284
H 1.11 2.59 -4.03 0.158
H 0.01 1.04 -1.09 -0.293
H -0.21 2.33 -2.28 0.158
C 0.40 0.74 4.01 0.725
O 0.76 -0.16 3.17 -0.802
N -0.28 0.43 5.12 -0.382
N 0.70 2.02 3.76 -0.292
H -0.31 1.14 5.83 0.210
H -0.79 -0.43 5.21 0.226
H 1.23 2.15 2.92 0.112
H 0.67 2.78 4.43 0.252
C -2.55 -1.26 -2.80 0.356
O -3.50 -1.47 -3.50 -0.601
N -1.32 -1.91 -3.00 -0.257
N -2.43 -0.42 -1.72 -0.057
H -0.55 -1.73 -2.39 0.115
H -1.21 -2.34 -3.90 0.230
H -1.52 -0.21 -1.36 -0.111
H -3.25 0.09 -1.45 0.216
C 1.23 -3.33 -1.43 0.308
O 0.97 -2.43 -0.56 -0.155
N 1.93 -3.02 -2.55 -0.272
N 0.63 -4.53 -1.43 -0.322
H 2.03 -2.01 -2.65 0.250
H 1.98 -3.69 -3.29 0.236
H 0.23 -4.89 -0.57 0.224
H 0.91 -5.16 -2.16 0.206
```

- energy above the lowest of the compared OMol25 structures with the same formula, charge and spin (kJ/mol) = 0.0
- max |F| (hartree/bohr) = 0.205
- total charge = +3
- total energy (eV) = -46915.792

***

# C7H12F3NO

One molecule with the formula C7H12F3NO (ωB97M-V/def2-TZVPD, the OMol25 dataset).

Geometry as XYZ:
```
24
Properties=species:S:1:pos:R:3:mulliken_charge:R:1
C -0.18 0.41 -1.81 -1.421
C 0.61 0.27 -0.47 1.921
C 1.95 -0.38 -0.76 -1.488
C 0.89 1.76 0.28 -1.449
C -0.11 -0.59 0.58 -0.944
C -1.47 0.08 1.51 0.153
N -2.17 1.07 0.98 -0.303
O -1.49 -0.35 2.59 -0.535
C -0.50 -2.20 0.45 0.830
F -1.67 -2.52 -0.12 -0.306
F 0.40 -2.86 -0.18 -0.288
F -0.54 -2.76 1.65 -0.274
H -0.77 -0.50 -1.81 0.367
H -0.97 1.27 -1.89 0.228
H 0.50 0.35 -2.65 0.404
H 1.70 -1.39 -1.13 0.428
H 2.25 0.02 -1.77 0.399
H 2.84 -0.24 -0.02 0.325
H 0.77 2.67 -0.28 0.336
H 0.28 1.75 1.27 0.378
H 1.90 1.71 0.53 0.404
H 0.50 -0.65 1.45 0.381
H -1.98 1.34 0.01 0.207
H -2.73 1.73 1.58 0.249
```

- SMILES = CC(C)(C)[C@@H](C(N)=O)C(F)(F)F
- energy above the lowest of the compared OMol25 structures with the same formula, charge and spin (kJ/mol) = 39.0
- max |F| (hartree/bohr) = 0.102
- total energy (eV) = -19142.359